[1]
{
  "formula": "C4H3NS",
  "method": "the ωB97M-V functional and the def2-TZVPD basis",
  "symbols": ["S", "N", "C", "C", "C", "C", "H", "H", "H"],
  "positions_angstrom": [[-0.65064, 0.54230, 1.66832], [-0.05413, -0.67613, -1.78752], [1.16888, 0.42015, -0.18127], [-0.14382, 0.00313, 0.28190], [1.15941, -0.05187, -1.45581], [-0.74776, -0.92206, -0.66557], [-1.65991, -1.64386, -0.12047], [1.91867, 0.89478, 0.31108], [1.91017, 0.10897, -2.24663]],
  "forces_ev_per_angstrom": [[-1.568, 0.427, 1.896], [-2.675, -3.486, 0.904], [-1.737, -2.173, -3.893], [1.894, -0.241, 1.838], [0.669, 1.837, 0.616], [-0.058, 0.348, -0.353], [2.359, 2.176, -2.959], [1.659, 1.451, 1.475], [-0.543, -0.339, 0.476]],
  "nbo_charge": [0.21, -0.40, -0.30, -0.25, 0.00, 0.04, 0.25, 0.23, 0.22],
  "orbital_gap_ev": 7.22,
  "spin_multiplicity": 1,
  "de_lowest_kj_mol": 185.5,
  "smiles": "S=C1C=CN=C1",
  "charge": 0,
  "energy_ha": -607.0373
}



[2]
{
  "formula": "C23H20ClKN4O4S",
  "method": "the ωB97M-V functional and the def2-TZVPD basis",
  "symbols": ["K", "Cl", "S", "O", "O", "O", "O", "N", "N", "N", "N", "C", "C", "C", "C", "C", "C", "C", "C", "C", "C", "C", "C", "C", "C", "C", "C", "C", "C", "C", "C", "C", "C", "C", "H", "H", "H", "H", "H", "H", "H", "H", "H", "H", "H", "H", "H", "H", "H", "H", "H", "H", "H", "H"],
  "positions_angstrom": [[12.31304, 4.49384, 9.93693], [3.82318, 5.63844, 9.08897], [6.59219, 4.99045, 16.15794], [10.53191, 4.96246, 7.95464], [15.04027, 4.27443, 10.02415], [10.34431, 6.43154, 9.63103], [13.65488, 4.72117, 7.55286], [8.18497, 5.26970, 16.13950], [11.56787, 4.51839, 12.73574], [9.59529, 3.69381, 10.99827], [6.43447, 4.48461, 14.61548], [10.01709, 5.02912, 14.47773], [7.69866, 6.26702, 9.69362], [12.55258, 4.98009, 13.52691], [7.31576, 3.36313, 10.51384], [6.34736, 6.18138, 9.81675], [8.35204, 5.79104, 8.58241], [10.31164, 4.57815, 13.17731], [7.62108, 4.53133, 14.05651], [7.90552, 4.16864, 12.66966], [13.02078, 5.20101, 6.35856], [12.33266, 5.52388, 14.77786], [15.70672, 5.47918, 10.44969], [5.58364, 5.58198, 8.82324], [15.46775, 3.81200, 8.75707], [6.92461, 3.76760, 11.80531], [9.23347, 4.15695, 12.19824], [8.66780, 4.91275, 14.93800], [11.04781, 5.48187, 15.27221], [9.88650, 5.77712, 8.68955], [6.22436, 5.20198, 7.63960], [7.60309, 5.21095, 7.57231], [8.64992, 3.37918, 10.16766], [15.04718, 4.65717, 7.53961], [13.62503, 6.01265, 6.01004], [15.42148, 4.04689, 6.72539], [5.85304, 6.55197, 10.66906], [15.40914, 6.27845, 9.79057], [16.53047, 3.59018, 8.65215], [8.00698, 4.86884, 6.65791], [13.14260, 4.48225, 5.54351], [8.96623, 3.15844, 9.14979], [8.30810, 6.75733, 10.48149], [12.00307, 5.36814, 6.56083], [10.83098, 5.74896, 16.29543], [14.98115, 2.84616, 8.58772], [6.66924, 3.02064, 9.71332], [5.92571, 3.65530, 12.12866], [5.60989, 4.80959, 6.85477], [16.78497, 5.42154, 10.42633], [15.38846, 5.66508, 11.48185], [15.43936, 5.67840, 7.51650], [13.54766, 4.80951, 13.19110], [13.15493, 5.92819, 15.31164]],
  "forces_ev_per_angstrom": [[-0.549, 0.122, -0.089], [0.835, -0.396, -0.539], [0.612, -0.094, -0.883], [-0.701, 0.557, 0.213], [0.965, 0.283, 0.122], [0.816, 0.583, 0.341], [-0.985, -0.311, 0.175], [0.789, -0.454, -0.269], [0.803, 0.311, 0.395], [1.273, 1.131, 1.342], [-0.560, 0.189, 0.258], [0.297, -0.554, -0.462], [0.898, 1.219, 0.834], [-1.383, -0.542, -0.244], [-0.680, -0.058, 0.596], [-0.862, -0.502, -0.571], [0.875, -0.283, -0.129], [-0.119, -0.028, -1.042], [0.458, -0.428, -0.287], [0.644, 0.215, 0.168], [2.286, -1.074, -0.325], [-0.448, -0.275, -0.444], [-0.804, -0.574, 0.056], [0.254, 1.153, -0.075], [-0.541, -0.041, -0.916], [0.469, -1.376, -2.216], [0.557, -0.198, 1.513], [-1.845, 1.024, 0.989], [0.272, 0.224, 0.514], [-0.208, -1.279, -0.517], [-1.381, -0.565, 1.098], [-0.454, 0.763, 0.042], [-0.460, -0.487, -0.821], [-0.205, -0.345, 0.954], [-0.160, 1.281, -0.156], [0.163, 0.189, -0.740], [-0.472, 0.398, 0.990], [-0.167, 0.590, -0.047], [0.361, 0.350, 0.567], [0.877, -0.378, -0.622], [-0.215, -0.489, 0.110], [-0.097, -0.258, 0.157], [-0.489, -0.492, -0.637], [-1.068, 0.496, 0.330], [-0.045, 0.257, 0.055], [-0.133, 0.081, 0.291], [-0.500, 0.171, 0.472], [-0.994, 0.172, 0.252], [-0.040, -0.160, -0.484], [0.429, -0.407, -0.047], [0.012, 0.065, -0.330], [0.417, -0.086, -0.102], [0.706, 0.139, -0.469], [0.500, 0.170, 0.630]],
  "nbo_charge": [0.93, -0.03, 0.90, -0.82, -0.56, -0.76, -0.57, -0.60, -0.43, -0.45, -0.61, -0.05, -0.20, 0.05, -0.23, -0.24, -0.16, 0.17, 0.20, -0.16, -0.25, -0.25, -0.26, -0.01, -0.09, -0.13, 0.26, 0.08, -0.13, 0.76, -0.27, -0.13, 0.05, -0.09, 0.16, 0.17, 0.22, 0.18, 0.18, 0.22, 0.16, 0.22, 0.25, 0.25, 0.23, 0.20, 0.23, 0.23, 0.22, 0.18, 0.19, 0.17, 0.19, 0.22],
  "orbital_gap_ev": 7.95,
  "spin_multiplicity": 1,
  "charge": 0,
  "energy_ha": -2866.8127
}



[3]
{
  "formula": "C13H25CrO8",
  "method": "the ωB97M-V functional and the def2-TZVPD basis",
  "symbols": ["Cr", "O", "O", "O", "O", "O", "O", "O", "O", "C", "C", "C", "C", "C", "C", "C", "C", "C", "C", "C", "C", "C", "H", "H", "H", "H", "H", "H", "H", "H", "H", "H", "H", "H", "H", "H", "H", "H", "H", "H", "H", "H", "H", "H", "H", "H", "H"],
  "positions_angstrom": [[0.42206, -0.29888, 0.42070], [0.23831, -0.87195, 2.38934], [-0.78967, 1.32272, 0.68245], [-1.54931, -1.12161, 0.48092], [1.10668, 2.50884, -0.98020], [2.15044, 0.32959, 0.37222], [1.77075, -1.86516, 0.46655], [0.36334, -0.27660, -1.60481], [3.42420, -2.20767, -1.89747], [-1.97140, -1.57288, 1.79324], [0.01914, 3.27615, -0.51384], [-2.20562, 1.19960, 0.43102], [0.89232, -2.14670, 2.67800], [-2.44221, -0.18135, -0.15805], [1.02365, 2.02456, -2.30277], [-0.33078, 2.70690, 0.83323], [1.34940, -1.19615, -2.17166], [0.03718, 0.88052, -2.43206], [2.74783, -1.01851, -1.58317], [2.71760, -0.83795, -0.06929], [2.13646, -2.18222, 1.84357], [-1.14307, -0.85276, 2.83459], [0.57215, 2.63835, 1.43892], [-0.83593, 3.22389, -1.19648], [-1.09888, 3.25903, 1.37292], [-0.03530, 0.53581, -3.46378], [-3.47522, -0.49772, -0.01920], [-2.53484, 1.97024, -0.26762], [-1.81003, -2.64878, 1.80521], [2.03162, 1.70349, -2.56195], [-2.73326, 1.35048, 1.37488], [2.84290, -1.43244, 2.19703], [0.73426, 2.80844, -3.01158], [1.12269, -2.18257, 3.74204], [-1.21250, -1.32781, 3.81316], [0.21541, -2.96084, 2.41843], [3.70966, -1.02834, 0.34638], [4.25315, -2.03386, -2.35612], [-1.40729, 0.19583, 2.94194], [1.00162, -2.20150, -1.94082], [-0.95757, 1.19193, -2.11825], [1.35661, -1.06789, -3.25156], [2.59762, -3.16817, 1.85363], [-2.20573, -0.23466, -1.21676], [-3.03668, -1.38793, 1.92777], [0.29891, 4.32778, -0.41659], [3.24245, -0.12946, -1.98110]],
  "forces_ev_per_angstrom": [[-0.112, -0.158, 0.098], [-0.024, -0.059, 0.074], [0.070, 0.017, -0.243], [-0.083, 0.071, -0.027], [0.003, -0.037, -0.180], [-0.009, 0.079, 0.030], [-0.078, 0.144, 0.037], [0.079, 0.000, 0.059], [0.030, -0.028, 0.009], [-0.031, -0.042, -0.025], [-0.130, -0.044, -0.117], [-0.140, -0.102, -0.054], [-0.036, 0.025, -0.072], [0.029, -0.013, 0.131], [0.011, -0.026, 0.082], [0.251, -0.027, 0.222], [-0.053, 0.010, -0.034], [0.037, 0.102, 0.001], [-0.026, 0.037, -0.038], [0.072, -0.026, -0.001], [-0.020, -0.017, 0.016], [0.116, -0.003, 0.066], [-0.045, 0.055, 0.042], [-0.021, 0.070, -0.003], [-0.022, 0.027, -0.042], [0.027, -0.022, 0.013], [0.001, -0.004, -0.025], [0.029, 0.012, -0.004], [-0.012, 0.000, 0.016], [-0.005, 0.007, -0.063], [0.013, -0.025, 0.011], [0.007, -0.008, 0.008], [-0.009, -0.018, -0.005], [0.019, -0.014, 0.001], [-0.014, -0.015, -0.009], [0.001, -0.006, -0.002], [0.000, -0.002, -0.007], [-0.003, 0.010, 0.010], [-0.005, -0.001, -0.025], [0.006, -0.002, -0.017], [0.009, 0.008, 0.014], [0.019, 0.002, -0.002], [-0.004, -0.003, 0.006], [0.016, 0.021, 0.007], [0.007, 0.002, 0.016], [0.013, 0.006, 0.047], [0.017, -0.006, -0.022]],
  "mulliken_spin": [3.05, 0.02, -0.03, -0.02, 0.01, -0.01, -0.03, -0.02, 0.00, 0.01, 0.00, 0.01, 0.00, 0.00, 0.00, 0.01, -0.01, 0.02, 0.01, -0.02, 0.01, 0.01, 0.00, 0.00, 0.00, 0.00, 0.00, 0.00, -0.01, 0.00, 0.00, 0.00, 0.00, 0.00, 0.00, 0.00, 0.00, 0.00, 0.00, -0.01, -0.01, 0.01, 0.00, 0.00, 0.00, 0.00, 0.00],
  "orbital_gap_ev": [9.02, 9.59],
  "spin_multiplicity": 4,
  "de_lowest_kj_mol": 0.0,
  "charge": 2,
  "energy_ha": -2156.1537
}